No. 1
{"formula": "C12H18BBaN3O2S", "method": "ωB97M-V/def2-TZVPD", "species": ["C", "C", "O", "C", "C", "C", "C", "C", "N", "C", "B", "O", "C", "C", "C", "N", "S", "N", "C", "H", "H", "H", "H", "H", "H", "H", "H", "H", "H", "H", "H", "H", "H", "H", "H", "H", "H", "Ba"], "positions_angstrom": [[3.11978, -2.83907, 0.81012], [2.57541, -1.91645, -0.41331], [3.51997, -0.84448, -0.74658], [3.08998, -0.06388, -1.91737], [2.71795, 1.49698, -1.52669], [1.24041, 1.39785, -0.86150], [-0.02846, 1.53652, -1.73726], [-1.44610, 1.37865, -1.00874], [-2.64447, 1.46511, -1.84086], [-1.48257, 1.10257, 0.54244], [-2.97344, 0.92318, 1.23971], [-3.37165, 1.76741, 2.33657], [-3.92529, -0.22631, 0.55709], [-4.77199, -1.08861, 1.62017], [-0.17537, 0.97156, 1.39370], [0.02015, 0.68725, 2.79685], [1.72565, 0.65270, 3.05551], [2.42000, 0.99266, 1.51176], [1.22544, 1.11986, 0.68854], [4.18094, -3.25246, 0.59620], [3.13022, -2.22089, 1.78106], [2.36358, -3.69017, 0.97972], [2.34355, -2.61652, -1.30646], [1.54219, -1.52647, -0.06423], [2.08169, -0.51981, -2.25956], [3.80154, -0.13859, -2.83456], [2.72617, 2.16973, -2.46216], [3.50460, 1.87565, -0.77990], [0.00436, 1.70728, -2.87474], [-3.37174, 2.05566, -1.41571], [-2.43771, 1.73142, -2.81174], [-3.31955, 1.30582, 3.20226], [-3.21750, -0.95451, 0.00279], [-4.56244, 0.28294, -0.24638], [-5.22787, -0.48692, 2.47643], [-4.10930, -1.94087, 2.02566], [-5.61573, -1.62214, 1.03117], [5.34760, -0.67264, -1.53998]], "mulliken_charge": [-1.008, -0.048, -0.210, -0.900, -0.662, 0.230, -0.606, 0.559, -0.494, 0.037, 0.303, -0.544, -0.259, -1.075, 0.226, -0.502, 0.178, -0.563, 0.276, 0.273, 0.272, 0.361, 0.393, 0.180, 0.392, 0.415, 0.434, 0.308, 0.175, 0.275, 0.266, 0.331, 0.190, 0.278, 0.279, 0.286, 0.315, 1.638], "total_energy_ha": -1230.506131, "total_charge": 2}

***

No. 2
{"formula": "C12H18BN2O6", "method": "ωB97M-V/def2-TZVPD", "species": ["C", "C", "B", "O", "C", "N", "C", "C", "C", "C", "C", "O", "O", "C", "N", "H", "H", "H", "H", "H", "H", "H", "H", "H", "H", "H", "H", "H", "H", "C", "C", "O", "C", "O", "O", "H", "H", "H", "H"], "positions_angstrom": [[-0.38168, 1.26754, 2.82022], [1.12285, 1.51890, 3.06880], [2.06817, 1.07889, 1.89277], [3.22294, 1.73583, 1.57184], [1.65679, -0.22507, 1.05435], [1.19294, -1.29525, 1.74906], [0.74614, -2.44302, 1.22396], [0.25303, -3.51212, 2.13812], [0.75192, -2.55255, -0.16301], [1.21082, -1.49771, -0.92681], [1.18514, -1.61546, -2.43043], [2.16036, -1.83642, -3.06528], [-0.03432, -1.46227, -2.97044], [1.68821, -0.31185, -0.33666], [2.12107, 0.73124, -1.13506], [-0.73860, 0.40893, 3.38736], [-0.96902, 2.11192, 3.16521], [-0.62967, 1.10618, 1.77253], [1.31237, 2.57849, 3.23277], [1.47834, 0.96725, 3.94553], [3.08491, 2.64800, 1.28973], [1.16002, -1.21287, 2.75867], [-0.32500, -4.24910, 1.59483], [1.09600, -3.98187, 2.64324], [-0.39938, -3.09856, 2.90622], [0.37970, -3.46003, -0.61229], [-0.57828, -1.02320, -2.29831], [2.80530, 1.31843, -0.67957], [2.48137, 0.41341, -2.02643], [-3.13503, 2.16628, -3.33377], [-2.24421, 0.99485, -2.97603], [-2.29247, 0.99175, -1.54654], [-3.44292, 1.61562, -1.15808], [-3.84609, 1.62817, -0.04489], [-4.03627, 2.20196, -2.21925], [-3.67910, 2.02915, -4.26345], [-2.58937, 3.10989, -3.37356], [-2.64090, 0.04495, -3.34218], [-1.21607, 1.10974, -3.31317]], "mulliken_charge": [-0.860, -0.595, 0.364, -0.587, -0.431, 0.182, 0.284, -1.508, -0.214, -0.015, -0.044, -0.468, -0.405, 1.009, -0.522, 0.285, 0.365, 0.203, 0.375, 0.347, 0.361, 0.276, 0.415, 0.334, 0.410, 0.533, 0.351, 0.258, 0.303, -0.410, -0.342, -0.245, 0.558, -0.499, -0.323, 0.310, 0.267, 0.337, 0.340], "total_energy_ha": -1053.727639, "total_charge": 1}

***

No. 3
{"formula": "C12H18Br2F3NO6P", "method": "ωB97M-V/def2-TZVPD", "species": ["O", "C", "N", "P", "C", "C", "C", "C", "O", "O", "C", "C", "C", "F", "Br", "C", "F", "F", "Br", "H", "H", "H", "H", "H", "H", "H", "H", "H", "H", "H", "H", "H", "H", "C", "C", "O", "C", "O", "O", "H", "H", "H", "H"], "positions_angstrom": [[2.08021, 0.51930, -2.93947], [1.55863, 0.45874, -1.87543], [1.03765, 0.40596, -0.80619], [1.79656, -0.83382, 0.55191], [0.86734, 0.11829, 1.94391], [1.82439, 0.65312, 3.01461], [1.41503, 0.31841, 4.46444], [2.00889, -0.95592, 5.00656], [2.65805, -1.02987, 6.01258], [1.81099, -2.06845, 4.24773], [0.30371, -2.01626, 0.27686], [-1.01150, -1.34386, -0.12364], [-2.24874, -1.96097, 0.49611], [-2.14590, -1.89099, 1.87386], [-2.38644, -3.85450, 0.05878], [-3.62152, -1.23116, 0.14625], [-4.53940, -2.07678, -0.35817], [-4.15124, -0.72801, 1.27475], [-3.46898, 0.21227, -1.13272], [2.52176, -1.50724, -0.51739], [2.91020, 0.09439, 0.71374], [2.40377, -1.72895, 1.51831], [0.30645, 0.92712, 1.47071], [0.14827, -0.57386, 2.40276], [2.83342, 0.27542, 2.80593], [1.84396, 1.74368, 2.94914], [1.71102, 1.11173, 5.15274], [0.32300, 0.23067, 4.51304], [0.94787, -2.03242, 3.81443], [0.59368, -2.71775, -0.51009], [0.18779, -2.59212, 1.20154], [-1.02928, -0.29098, 0.16183], [-1.13937, -1.42117, -1.20533], [-0.20459, 3.31953, -4.78097], [-0.32859, 1.84373, -5.10440], [-1.44926, 1.45798, -4.29872], [-2.20167, 2.54873, -4.05104], [-3.28449, 2.53423, -3.56002], [-1.55374, 3.67182, -4.44801], [0.14136, 3.92433, -5.61493], [0.43165, 3.49579, -3.91294], [-0.57867, 1.65994, -6.15145], [0.55222, 1.26994, -4.82617]], "mulliken_charge": [-0.663, 0.660, -0.575, -0.433, -0.674, -0.565, -0.777, 0.486, -0.597, -0.463, -1.244, -0.939, 0.296, -0.296, -0.120, 0.641, -0.248, -0.233, -0.168, 0.149, 0.078, 0.188, 0.513, 0.038, 0.456, 0.306, 0.307, 0.395, 0.356, 0.483, 0.401, 0.514, 0.742, -0.270, -0.238, -0.309, 0.654, -0.534, -0.357, 0.286, 0.248, 0.244, 0.262], "total_energy_ha": -6763.260072, "total_charge": -1}

***

No. 4
{"formula": "C12H18Br4F15GaMg3N3O10P3S", "method": "ωB97M-V/def2-TZVPD", "species": ["N", "P", "O", "O", "Ga", "P", "N", "O", "H", "H", "H", "H", "H", "H", "H", "H", "Mg", "F", "P", "F", "F", "F", "F", "F", "Mg", "C", "Br", "Br", "Br", "H", "Br", "O", "S", "O", "O", "O", "Mg", "C", "C", "C", "C", "C", "C", "N", "O", "O", "H", "H", "H", "H", "H", "F", "C", "C", "C", "F", "F", "F", "F", "O", "C", "C", "F", "F", "F", "F", "H", "H", "H", "H"], "positions_angstrom": [[-5.06487, 5.28416, 6.45406], [-4.42307, 3.91633, 5.86876], [-5.58764, 3.12796, 4.78057], [-3.99525, 2.78689, 7.17407], [-2.48868, 4.29657, 4.57626], [-0.63361, 3.65849, 5.93104], [-0.42407, 1.92350, 5.55623], [-1.15567, 3.91220, 7.59185], [-4.46680, 6.10726, 6.15442], [-5.14928, 3.17267, 3.86776], [-4.81192, 2.20983, 7.38304], [-2.35045, 5.80856, 4.06091], [-2.52102, 3.25711, 3.34973], [-1.07156, 1.30883, 6.10283], [0.57064, 1.61147, 5.61629], [-0.62975, 3.34623, 8.23288], [-2.16126, 0.63598, 4.65644], [2.53113, 0.88195, 2.57424], [1.65908, 2.04823, 2.01983], [0.74855, 0.78405, 1.98754], [0.53343, 2.76854, 2.82191], [2.38822, 2.99372, 3.02119], [0.95198, 2.52084, 0.71397], [2.80041, 2.34165, 1.00029], [0.82389, 0.01699, 3.60564], [-1.73615, 3.14649, -1.78286], [-0.55999, 4.57523, -1.18340], [-1.53208, 1.54041, -0.70444], [-3.59082, 3.72608, -1.87432], [-1.43132, 2.88795, -2.80230], [-2.47653, 4.40034, 1.60162], [-3.03325, 4.22265, -5.33868], [-4.37617, 4.57630, -5.83371], [-4.25029, 5.40986, -7.04317], [-5.10170, 5.32703, -4.79294], [-5.11922, 3.34551, -6.16018], [-2.53776, 6.34391, 6.81160], [0.42479, -0.60845, -2.50344], [1.78431, -0.77542, -2.77169], [2.19686, -1.28823, -4.00304], [1.23518, -1.62780, -4.96462], [-0.13062, -1.46842, -4.69509], [-0.53118, -0.95729, -3.45898], [1.66349, -2.14345, -6.27043], [2.87984, -2.28791, -6.46359], [0.78509, -2.40074, -7.10604], [0.10819, -0.20294, -1.54400], [2.52331, -0.50265, -2.02134], [3.26009, -1.41227, -4.19671], [-0.88781, -1.73253, -5.43038], [-1.58895, -0.82698, -3.24131], [4.25570, -0.65737, -6.49209], [2.56398, -4.26067, -0.63332], [2.37250, -5.39893, 0.38026], [3.59906, -6.27432, 0.60808], [4.00988, -6.89670, -0.51966], [3.32402, -7.25966, 1.50653], [1.29108, -6.14110, 0.01664], [2.03502, -4.82129, 1.57841], [2.12075, -4.51976, -1.96803], [3.04590, -5.22721, -2.79271], [2.54323, -6.61827, -3.19773], [2.25538, -7.38670, -2.11824], [3.48451, -7.29140, -3.91253], [4.25244, -5.25974, -2.17710], [3.21626, -4.45933, -3.90247], [1.92768, -3.43379, -0.29420], [3.57993, -3.84775, -0.61148], [4.43402, -5.69017, 1.00648], [1.63891, -6.54255, -3.80518]], "mulliken_charge": [-0.664, 1.022, -0.502, -0.427, 0.071, 0.177, -0.370, -0.515, 0.108, 0.337, 0.328, -0.133, -0.121, 0.208, 0.215, 0.281, 0.421, -0.372, 0.915, -0.291, 0.021, -0.314, -0.072, -0.286, 0.750, -0.512, -0.036, 0.009, 0.036, 0.470, -0.270, -0.396, 1.291, -0.441, -0.433, -0.435, 0.450, -0.102, -0.781, 0.134, -0.320, -0.444, -0.407, 1.047, -0.483, -0.642, 0.058, 0.491, 0.550, 0.461, 0.444, -0.528, -0.631, 0.891, 0.115, -0.203, -0.286, -0.275, -0.348, -0.370, 0.668, 0.241, -0.221, -0.263, -0.278, -0.252, 0.356, 0.321, 0.281, 0.257], "total_energy_ha": -17125.437306, "e_above_lowest_kcal_mol": 85.3}

***

No. 5
{"formula": "C12H18Cl4F6O4", "method": "ωB97M-V/def2-TZVPD", "species": ["C", "C", "O", "C", "O", "C", "F", "F", "F", "H", "H", "H", "H", "H", "C", "C", "O", "C", "O", "C", "F", "F", "F", "H", "H", "H", "H", "H", "Cl", "C", "C", "Cl", "H", "H", "H", "H", "Cl", "C", "C", "Cl", "H", "H", "H", "H"], "positions_angstrom": [[-0.76509, 3.47177, -1.10266], [-1.37517, 3.65158, 0.25670], [-2.73320, 3.99839, 0.23452], [-3.68610, 3.02334, 0.08396], [-3.40089, 1.85625, -0.06261], [-5.17340, 3.48652, 0.25311], [-5.64557, 3.24016, 1.48190], [-5.29868, 4.77582, 0.00417], [-5.90046, 2.74720, -0.61865], [-0.59161, 4.42244, -1.60688], [-1.39709, 2.89482, -1.77780], [0.14935, 2.89809, -0.95174], [-0.78769, 4.40049, 0.78782], [-1.06943, 2.85094, 0.93020], [1.28580, -5.98581, -2.11339], [1.69498, -4.63266, -1.77873], [0.84706, -4.17013, -0.67727], [1.18027, -3.11968, 0.10682], [2.27255, -2.53762, 0.15866], [0.05667, -2.77690, 1.14030], [-0.98612, -3.65133, 1.17568], [0.65813, -2.63712, 2.29830], [-0.40571, -1.62675, 0.66422], [1.81654, -6.39236, -2.97427], [0.20763, -5.92957, -2.26337], [1.55074, -6.68393, -1.31932], [1.68025, -3.86422, -2.55162], [2.75889, -4.65562, -1.54273], [0.11255, 1.38518, 0.01110], [0.78188, -0.14190, -0.48583], [1.94146, 0.18254, -1.45808], [3.23384, 1.05589, -0.65237], [0.07268, -0.80300, -0.98390], [0.96779, -0.71011, 0.42558], [1.74364, 0.80954, -2.32747], [2.37006, -0.72842, -1.87590], [-0.32923, 2.29412, 2.16152], [0.73259, 0.93985, 2.55087], [2.21793, 1.24966, 2.13631], [2.96559, 2.44142, 3.26454], [0.30489, 0.10914, 1.98956], [0.71545, 0.72682, 3.61971], [2.35552, 1.75544, 1.18062], [2.87072, 0.37974, 2.20841]], "mulliken_charge": [-1.171, -0.254, -0.314, 0.398, -0.494, 0.786, -0.245, -0.230, -0.243, 0.375, 0.312, 0.514, 0.551, 0.140, -1.224, -0.184, -0.246, 0.305, -0.556, 1.055, -0.257, -0.238, -0.238, 0.398, 0.327, 0.292, 0.311, 0.298, -0.134, -0.569, -0.546, -0.203, 0.630, -0.028, 0.487, 0.267, -0.354, -0.189, -0.144, -0.216, -0.019, 0.515, -0.020, 0.354], "total_energy_ha": -3208.742315, "e_above_lowest_kcal_mol": 171.7}

***

No. 6
{"formula": "C12H18Cl5N4Ru", "method": "ωB97M-V/def2-TZVPD", "species": ["Ru", "N", "C", "C", "N", "C", "C", "N", "C", "C", "N", "H", "H", "H", "H", "H", "H", "H", "H", "H", "H", "H", "H", "H", "H", "H", "H", "H", "H", "Cl", "C", "C", "C", "Cl", "C", "Cl", "C", "Cl", "C", "Cl"], "positions_angstrom": [[0.24583, 0.69329, -0.05117], [-2.04257, 0.70889, 0.79783], [-2.09497, -0.02681, 2.06803], [-1.28957, -1.31851, 1.93433], [0.11213, -1.08351, 1.55523], [0.64303, -2.28782, 0.89133], [2.01903, -2.08532, 0.25213], [1.97913, -0.97251, -0.70017], [0.95253, -0.64942, 2.68433], [1.18653, 0.86459, 2.75443], [1.86093, 1.36338, 1.54703], [-2.45177, 1.63648, 0.91093], [-2.59407, 0.21449, 0.09173], [-3.12607, -0.28841, 2.33773], [-1.69117, 0.60979, 2.85753], [-1.75907, -1.92522, 1.15403], [-1.34527, -1.87422, 2.87813], [-0.05727, -2.55212, 0.09253], [0.68633, -3.11992, 1.60763], [2.28393, -3.02982, -0.23647], [2.79133, -1.88232, 0.99593], [1.57783, -1.28761, -1.58327], [2.91723, -0.62901, -0.89357], [1.92683, -1.13491, 2.60503], [0.50843, -0.97131, 3.63123], [1.78143, 1.06019, 3.65453], [0.24153, 1.40818, 2.85203], [2.79213, 0.94979, 1.46973], [1.98873, 2.37319, 1.62023], [0.24653, 3.20488, -1.18747], [-0.31117, 2.18318, -2.46227], [-0.23177, 0.82299, -2.17947], [-0.73047, -0.06151, -3.13157], [-0.69937, -1.73662, -2.77807], [-1.29947, 0.38359, -4.33337], [-1.94107, -0.72802, -5.46247], [-1.34107, 1.76709, -4.59437], [-2.01887, 2.34079, -6.04627], [-0.83697, 2.69118, -3.64807], [-0.87947, 4.36899, -3.95567]], "mulliken_spin": [4.131, 0.127, -0.013, -0.001, 0.112, -0.007, -0.014, 0.163, 0.004, -0.019, 0.105, 0.000, 0.001, 0.006, -0.003, -0.003, 0.005, 0.008, 0.005, 0.008, 0.000, -0.023, -0.002, -0.001, 0.002, 0.009, -0.001, 0.003, 0.002, 0.092, -0.098, 0.399, -0.033, 0.014, -0.021, 0.003, 0.059, 0.016, -0.040, 0.003], "total_energy_ha": -3082.289693, "multiplicity": 6, "total_charge": 2}